Computed, not measured: C4H8S4 in the gas phase, with the ωB97M-V functional and the def2-TZVPD basis.

electronic energy	-47617.376	eV
E_HOMO	-8.491	eV
energy above the lowest of the compared OMol25 structures with the same formula, charge and spin	1.059	eV
E_LUMO	-0.51	eV
SMILES	CSS[C@H](C)C(=S)S

Last column: Löwdin charge in e.
Element x y z (Å)
C 1.01411 -3.15244 0.68800  -0.40
S 0.63269 -1.56298 1.60357  0.43
S -1.03395 -0.62925 0.84363  0.47
C -0.40661 0.91049 0.07109  -0.87
C -1.34356 2.10700 0.17754  -0.11
C 0.03452 0.65117 -1.27412  -1.22
S 1.30614 1.50370 -1.86441  0.68
S -0.97249 -0.47813 -2.22998  0.73
H 0.12542 -3.25591 0.14414  -0.01
H 1.21790 -3.98235 1.34170  0.02
H 2.04256 -3.05929 0.21405  0.05
H 0.51619 1.22269 0.71825  0.12
H -2.44954 1.91363 0.31823  0.10
H -1.18333 2.62297 -0.74000  0.06
H -1.02272 2.67935 1.02138  0.07
H -0.04262 -0.73121 -3.16880  -0.11


Computed, not measured: a molecular structure, C36H32N3O6PS3Ta, with the ωB97M-V functional and the def2-TZVPD basis.

<S²>	0.779
spin multiplicity	2
electronic energy	-97956.717	eV
E_HOMO (alpha / beta)	-6.219 / -7.795	eV
energy above the lowest of the compared OMol25 structures with the same formula, charge and spin	0.321	eV
E_LUMO (alpha / beta)	-0.57 / -0.62	eV

Last column: Löwdin charge in e.
Element x y z (Å)
Ta 0.03692 -0.62279 -0.03530  1.47
O 1.06225 -0.91668 -1.64218  -0.39
C 2.32698 -0.89776 -2.03011  -0.15
C 3.38556 -0.89480 -1.10379  -0.14
C 4.72214 -0.91157 -1.53422  0.05
C 5.74055 -0.93723 -0.60980  -0.16
C 5.49547 -0.95007 0.76046  0.00
C 4.18544 -0.93133 1.19699  0.02
C 3.12052 -0.89875 0.29468  -0.31
O 1.89140 -0.86907 0.77769  -0.31
N 7.12469 -0.95332 -1.08414  -0.36
O 7.31762 -0.94017 -2.28597  0.06
O 8.01109 -0.97733 -0.25058  0.06
H 2.49366 -0.89993 -3.10110  0.13
H 4.95468 -0.90505 -2.58972  0.13
H 6.32483 -0.97058 1.45052  0.12
H 3.94882 -0.93243 2.25318  0.12
C -0.56600 -5.00973 1.22959  -0.08
C -0.14644 -4.99168 2.54635  -0.08
C 0.24485 -3.78646 3.10130  -0.03
C 0.25287 -2.62119 2.33658  -0.20
C -0.13356 -2.61413 0.98324  -0.20
C -0.56810 -3.84030 0.47818  -0.11
C 0.51768 -1.33622 3.00398  -0.23
C 1.22958 -1.28176 4.22870  0.00
C 1.38381 -0.09514 4.86356  0.01
C 0.75066 1.05673 4.34708  -0.15
C 0.78472 2.29197 5.03235  -0.03
C 0.11045 3.37206 4.54444  -0.07
C -0.63295 3.24303 3.35577  -0.06
C -0.66311 2.06597 2.66207  -0.10
C 0.05264 0.94025 3.12609  -0.22
N 0.03847 -0.24775 2.42401  -0.01
H -0.90985 -5.93389 0.78109  0.10
H -0.15092 -5.89435 3.14288  0.10
H 0.50707 -3.75367 4.15004  0.10
H -0.94716 -3.91932 -0.52735  0.07
H 1.68148 -2.18271 4.61321  0.11
H 1.96189 -0.01872 5.77688  0.12
H 1.34424 2.35417 5.95782  0.11
H 0.13302 4.31751 5.06960  0.10
H -1.18152 4.09552 2.97724  0.10
H -1.24267 1.98140 1.75871  0.02
C 0.28025 -3.27333 -2.59284  -0.04
C -1.06656 -2.60607 -2.56411  -0.30
C -1.90600 -2.93337 -3.66101  -0.01
C -3.17756 -2.47440 -3.71949  0.01
C -3.67830 -1.70532 -2.64610  -0.16
C -5.01253 -1.24808 -2.62083  -0.04
C -5.46587 -0.52961 -1.55118  -0.07
C -4.60230 -0.24760 -0.48212  -0.11
C -3.29020 -0.66313 -0.48524  -0.61
S -2.26084 -0.32347 0.88016  0.69
C -2.79896 -1.40718 -1.58618  -0.29
N -1.47737 -1.81657 -1.58469  0.00
H 0.12234 -4.32258 -2.85204  0.10
H 0.82075 -3.22841 -1.65745  0.06
H 0.89636 -2.83299 -3.37753  0.09
H -1.49544 -3.56060 -4.44068  0.12
H -3.82279 -2.70468 -4.55858  0.12
H -5.65936 -1.48489 -3.45607  0.11
H -6.48909 -0.17949 -1.51779  0.11
H -4.96734 0.30721 0.37332  0.10
C 0.78710 5.45506 -3.47423  -0.07
C -0.08416 4.28961 -3.07456  -0.28
O 0.59725 3.56508 -2.02952  -0.32
P -0.21923 2.55075 -1.12371  -0.06
S 1.10193 1.76436 0.14700  0.49
S -1.11932 1.08762 -2.08380  0.45
O -1.26924 3.52382 -0.40844  -0.32
C -2.69168 3.25520 -0.36431  -0.30
C -3.32661 4.28976 0.53051  -0.06
H 0.31947 6.00417 -4.29205  0.08
H 1.76369 5.10388 -3.80536  0.08
H 0.92830 6.13307 -2.63341  0.08
H -0.25049 3.60515 -3.90850  0.11
H -1.05333 4.63291 -2.70526  0.11
H -2.85501 2.24374 0.00787  0.05
H -3.08619 3.30893 -1.38036  0.11
H -2.94776 4.20796 1.54878  0.06
H -4.40578 4.13331 0.55622  0.08
H -3.13189 5.29747 0.16361  0.08


Computed, not measured: 12 unconnected molecules or ions with the total composition C32H77ClFNO16S, with the ωB97M-V functional and the def2-TZVPD basis.

electronic energy	-94751.808	eV
E_HOMO	-8.896	eV
energy above the lowest of the compared OMol25 structures with the same formula, charge and spin	0.000	eV
E_LUMO	0.27	eV
SMILES	CCCCCC[C@]1(Cl)OS(=O)(=O)O[C@]1(CCCNCc1ccccc1O)C[C@H](C)F.CO.CO.CO.CO.CO.CO.CO.CO.CO.CO.CO

Last column: Löwdin charge in e.
Element x y z (Å)
C 0.65676 4.79363 3.69030  -0.10
C -0.87978 4.93157 3.60718  -0.24
C -1.38894 5.13208 2.16949  -0.20
C -0.95970 4.01587 1.19761  -0.21
C -2.15091 3.23778 0.58205  -0.15
C -1.61165 1.93854 -0.08063  -0.16
C -2.37260 0.64491 0.25721  -0.62
Cl -3.24644 0.24617 -1.32611  0.77
O -3.47393 0.75567 1.16446  -0.20
S -3.95498 -0.70204 1.61270  0.58
O -4.37966 -0.75959 2.96805  -0.22
O -4.92255 -1.30603 0.76917  -0.25
O -2.55729 -1.42335 1.37575  -0.15
C -1.52803 -0.53235 0.82938  -0.36
C -0.97107 -1.36236 -0.35698  -0.15
C 0.06352 -2.40251 0.06787  -0.15
C 1.52871 -1.88224 0.08592  -0.22
N 1.63437 -0.43633 -0.21986  -0.05
C 2.94825 0.05238 0.23237  -0.15
C 2.94217 1.54951 0.49772  -0.15
C 2.10065 2.39306 -0.20615  -0.05
C 2.11792 3.72580 0.07827  -0.12
C 2.96204 4.26457 1.00921  -0.10
C 3.80790 3.43342 1.68955  -0.03
C 3.77466 2.08102 1.43774  -0.27
O 4.62105 1.26273 2.17066  0.04
C -0.51134 -0.16095 1.91392  -0.02
C -1.04496 -0.07445 3.36496  -0.31
C -1.73736 1.24347 3.69009  0.00
F 0.12817 -0.10364 4.15304  -0.04
H 1.13169 5.76258 3.86496  0.07
H 0.93826 4.10015 4.48625  0.07
H 1.09605 4.38630 2.77528  0.04
H -1.30395 4.00635 4.00654  0.08
H -1.17520 5.76351 4.24940  0.10
H -0.92288 6.06374 1.82224  0.11
H -2.46826 5.30907 2.19256  0.11
H -0.35367 3.29011 1.75197  0.09
H -0.31047 4.39616 0.40565  0.08
H -2.84873 3.06276 1.40286  0.10
H -2.62320 3.88520 -0.15868  0.12
H -0.54189 1.86152 0.12044  0.09
H -1.68699 2.08474 -1.15375  0.08
H -0.64816 -0.72358 -1.17890  0.11
H -1.83399 -1.91325 -0.73228  0.10
H -0.20202 -2.89126 1.00860  0.12
H 0.02448 -3.20255 -0.67849  0.11
H 1.94663 -2.11964 1.05952  0.09
H 2.11726 -2.45731 -0.63778  0.12
H 1.69184 -0.39844 -1.23505  0.11
H 3.74066 -0.19272 -0.49340  0.13
H 3.26228 -0.41415 1.16885  0.12
H 1.46407 1.93894 -0.95497  0.11
H 1.43015 4.37801 -0.46154  0.08
H 2.96582 5.32634 1.22169  0.12
H 4.50241 3.83327 2.42231  0.12
H 4.77215 1.72130 3.00416  0.10
H -0.05793 0.81452 1.73230  0.11
H 0.31608 -0.86680 1.97378  0.12
H -1.61402 -0.95205 3.66758  0.11
H -1.57967 1.96838 2.89251  0.05
H -1.43976 1.63094 4.66296  0.09
H -2.81978 1.08706 3.72496  0.08
C 4.71429 2.39599 -3.57429  -0.15
O 3.89636 1.35071 -3.04858  -0.13
H 4.81426 2.24599 -4.63993  0.06
H 4.24815 3.36889 -3.38625  0.07
H 5.70481 2.36556 -3.11472  0.08
H 3.81986 1.49900 -2.10103  0.03
C 6.90392 -0.12311 -5.04411  -0.15
O 6.51417 1.11716 -5.62955  -0.15
H 7.31357 0.08303 -4.05829  0.08
H 6.04061 -0.78455 -4.94041  0.08
H 7.66811 -0.61093 -5.65464  0.07
H 6.15351 0.92454 -6.49962  0.08
C 3.83779 -4.99621 1.31490  -0.14
O 2.59658 -4.28773 1.29266  -0.14
H 4.56163 -4.42569 0.74764  0.06
H 4.19067 -5.09965 2.34315  0.07
H 3.72323 -5.98480 0.86297  0.08
H 1.95661 -4.79553 1.80008  0.08
C 0.74398 5.24653 -3.48181  -0.14
O 0.30567 4.39661 -2.42361  -0.14
H 1.49463 5.92379 -3.08179  0.08
H 1.18687 4.65531 -4.28658  0.08
H -0.09230 5.82957 -3.87471  0.08
H -0.35481 3.80254 -2.79145  0.08
C -7.10176 -4.09435 0.41656  -0.16
O -7.92821 -5.08674 1.02285  -0.12
H -7.06356 -4.28565 -0.65109  0.06
H -7.52364 -3.10165 0.59095  0.07
H -6.09149 -4.14472 0.82961  0.08
H -7.95286 -4.90485 1.96583  0.07
C -2.77282 -4.18426 4.92754  -0.14
O -2.34461 -2.91793 4.43888  -0.13
H -2.00168 -4.56974 5.59018  0.08
H -3.70643 -4.08239 5.48653  0.08
H -2.91722 -4.88501 4.10076  0.08
H -3.03788 -2.58906 3.85661  0.04
C 7.53907 -3.33392 0.99847  -0.15
O 6.76962 -4.41091 1.53571  -0.15
H 7.61168 -3.46447 -0.07783  0.08
H 7.05245 -2.38109 1.21011  0.07
H 8.54403 -3.33609 1.42875  0.08
H 6.71363 -4.27940 2.48592  0.07
C -5.93981 -2.85221 -2.46181  -0.16
O -5.25716 -2.05265 -3.42818  -0.13
H -5.90159 -3.89157 -2.78299  0.09
H -5.45295 -2.75615 -1.48851  0.06
H -6.98379 -2.53627 -2.38418  0.07
H -5.30449 -1.14254 -3.12226  0.05
C 9.64070 -0.01157 0.19254  -0.16
O 8.23861 -0.23369 0.07780  -0.13
H 10.14631 -0.68162 -0.49842  0.08
H 9.88784 1.02114 -0.06614  0.08
H 9.98077 -0.22401 1.20975  0.08
H 7.80145 0.36311 0.69242  0.07
C -5.72006 -2.18788 -7.11470  -0.17
O -6.54241 -3.17158 -6.50310  -0.13
H -5.68721 -2.38706 -8.18371  0.07
H -6.13893 -1.19197 -6.94549  0.07
H -4.70773 -2.24024 -6.70573  0.07
H -6.55701 -2.97728 -5.55943  0.05
C -10.10082 -1.97774 -1.21390  -0.15
O -9.41533 -1.17838 -2.17640  -0.13
H -10.06544 -3.01565 -1.53466  0.08
H -9.61291 -1.88535 -0.24028  0.07
H -11.14372 -1.66080 -1.13528  0.07
H -9.45899 -0.26834 -1.87113  0.07


Computed, not measured: a molecular structure, C24H21AlClNSTe, with the ωB97M-V functional and the def2-TZVPD basis.

electronic energy	-63968.109	eV
E_HOMO	-7.051	eV
energy above the lowest of the compared OMol25 structures with the same formula, charge and spin	0.000	eV
E_LUMO	0.08	eV

Last column: Löwdin charge in e.
Element x y z (Å)
Al 0.02955 -1.08213 -0.36974  -0.38
Cl -2.26408 -1.75865 1.29373  0.76
C -1.31929 -3.22683 1.30012  -0.59
C -1.93294 -4.45780 1.17309  -0.09
C -1.14303 -5.59495 1.09690  -0.09
C 0.24079 -5.47854 1.14526  -0.08
C 0.83675 -4.23411 1.29148  -0.05
C 0.07078 -3.06817 1.38187  -0.35
C 0.66066 -1.68224 1.43830  -0.19
H -3.01174 -4.52215 1.12499  0.11
H -1.60905 -6.56625 0.99089  0.10
H 0.86033 -6.36365 1.06442  0.10
H 1.91775 -4.15376 1.33858  0.11
H 1.74034 -1.73941 1.54854  0.06
H 0.23793 -1.14191 2.28405  0.05
S -1.03002 -1.46547 -2.14292  0.11
C 4.61554 -1.58450 -1.99904  -0.05
C 4.29643 -0.44121 -1.28102  -0.04
C 3.00074 -0.28281 -0.83011  -0.13
N 2.04220 -1.18169 -1.07349  -0.04
C 2.34682 -2.27859 -1.78098  -0.11
C 3.62671 -2.52027 -2.24748  -0.03
H 5.62378 -1.73888 -2.36223  0.11
H 5.03621 0.31971 -1.07124  0.11
H 2.70987 0.58363 -0.24635  0.10
H 1.51703 -2.94563 -1.98904  0.09
H 3.83332 -3.42025 -2.81160  0.11
Te -0.14733 1.46990 -1.37027  1.42
C 0.37834 3.30197 -0.36052  -0.49
C 0.67706 3.35321 0.99944  -0.15
C 0.90153 4.57402 1.62467  -0.09
C 0.84057 5.75213 0.89111  -0.09
C 0.57859 5.70658 -0.47237  -0.09
C 0.34798 4.48523 -1.09599  -0.15
C -2.12698 1.62055 -0.63430  -0.51
C -3.18506 1.71178 -1.52929  -0.13
C -4.48790 1.76984 -1.05300  -0.08
C -4.73525 1.73933 0.31326  -0.08
C -3.67576 1.65573 1.20728  -0.09
C -2.37018 1.59737 0.73427  -0.17
H 0.73922 2.43721 1.57747  0.09
H 1.11859 4.60610 2.68571  0.10
H 1.00062 6.70487 1.38145  0.10
H 0.54554 6.62277 -1.05001  0.10
H 0.13688 4.45458 -2.15973  0.09
H -2.99538 1.70967 -2.59485  0.10
H -5.31103 1.83221 -1.75345  0.10
H -5.75347 1.77613 0.68126  0.10
H -3.86167 1.62105 2.27407  0.11
H -1.54832 1.52427 1.43681  0.09


> Among the records above, which one has the highest electronic energy?

C4H8S4


> energy above the lowest of the compared OMol25 structures with the same formula, charge and spin of number 1 (C4H8S4)?

1.059 eV